1.
Below is C26H21CdF5NO2Te as an isolated structure in a non-equilibrium geometry, with properties calculated with the ωB97M-V functional and the def2-TZVPD basis.

The value obtained for the HOMO-LUMO gap is 7.73 eV. As for the lowest unoccupied orbital energy: -2.885 eV.

```
! wB97M-V def2-TZVPD RIJCOSX def2/J DEFGRID3
* xyz 1 1
Cd -0.0488 -0.8776 0.8284
O -0.2550 -2.5390 2.4689
C -1.4440 -3.1658 2.8883
C -1.8495 -4.3481 1.9776
C -1.5944 -4.1105 0.4671
C -2.3859 -3.0343 -0.1795
C -3.3393 -3.2611 -1.1346
C -4.0571 -2.1589 -1.6246
C -3.7287 -0.8776 -1.3314
C -2.6786 -0.7033 -0.3990
N -2.0366 -1.7234 0.1933
H 0.4151 -3.2544 2.6201
H -2.2448 -2.4033 2.9129
H -1.3471 -3.5898 3.9002
H -2.8920 -4.5970 2.1568
H -1.3021 -5.2079 2.2968
H -1.9087 -5.1033 0.0367
H -0.5620 -3.9629 0.2403
H -3.5543 -4.2511 -1.3509
H -4.8848 -2.3338 -2.3005
H -4.1455 -0.1382 -1.9136
H -2.2860 0.2843 -0.3568
F 4.5995 1.2816 -3.4672
C 3.9110 0.4761 -2.6781
C 4.4924 -0.5833 -2.0294
F 5.7578 -0.8136 -2.0019
C 3.6618 -1.3905 -1.2344
F 4.1790 -2.4580 -0.6308
C 2.3494 -1.1037 -0.9326
O 1.6496 -1.8357 -0.0672
C 1.8369 0.0303 -1.4925
F 0.5247 0.3005 -1.2972
C 2.5928 0.8706 -2.3803
F 2.0538 2.0307 -2.9429
Te 0.4094 1.5312 2.2323
C -1.2034 2.4437 1.1483
C -1.3539 2.3671 -0.2522
C -2.3625 3.0157 -0.9541
C -3.3704 3.6525 -0.2406
C -3.2669 3.7218 1.1393
C -2.1674 3.1936 1.8157
C 2.0994 2.1675 1.0962
C 3.2004 1.3023 1.1862
C 4.3083 1.6359 0.4484
C 4.2599 2.7779 -0.3556
C 3.1599 3.6270 -0.4475
C 2.0588 3.3333 0.3042
H -0.5711 1.9372 -0.7061
H -2.4302 2.9405 -2.0084
H -4.1787 4.1964 -0.6955
H -3.9924 4.2387 1.6971
H -1.9816 3.5703 2.8850
H 3.0971 0.3977 1.7846
H 5.2606 1.0806 0.4715
H 5.1203 3.0150 -0.9183
H 3.2280 4.3979 -1.2113
H 1.1975 4.0084 0.3388
*
```

2.
Below is C26H21Cl2HfN4O2P as an isolated structure in a non-equilibrium geometry, with properties calculated with the ωB97M-V functional and the def2-TZVPD basis.

The value obtained for the HOMO-LUMO gap is 6.55 eV. As for the lowest unoccupied orbital energy: -6.876 eV. The calculation puts the energy above the lowest of the compared OMol25 structures with the same formula, charge and spin at 35.86 kJ/mol.

```
! wB97M-V def2-TZVPD RIJCOSX def2/J DEFGRID3
* xyz 2 1
Hf -0.4599 -0.5691 0.1304
Cl 4.6626 -2.5418 -3.8836
C 3.6852 -1.8617 -2.6067
C 2.2974 -2.0053 -2.6386
C 1.6471 -1.5941 -1.4717
N 0.2763 -1.7729 -1.2814
C -0.5419 -2.5337 -2.0596
O -0.3794 -2.9025 -3.1853
C -1.9278 -2.6916 -1.4311
C -2.9006 -3.4279 -2.0683
C -4.1696 -3.4169 -1.4776
C -4.4425 -2.6133 -0.3804
C -3.3737 -1.9463 0.2060
N -2.1427 -1.9645 -0.3396
C 2.3128 -1.0525 -0.3659
C 3.6946 -1.0494 -0.3812
C 4.3366 -1.4131 -1.5059
Cl 6.0002 -1.1134 -1.4756
N 1.4742 -0.7367 0.7231
C 1.9161 -0.6669 2.0009
O 3.0072 -0.7883 2.4468
C 0.7216 -0.3209 2.8812
C 0.9130 0.0195 4.1760
C -0.2231 0.3003 4.9787
C -1.4775 0.0558 4.4782
C -1.6304 -0.2482 3.1501
N -0.5427 -0.4437 2.3432
H 1.7814 -2.5525 -3.4077
H -2.6625 -3.9519 -2.9745
H -4.9931 -3.9518 -1.9850
H -5.4347 -2.6265 0.0472
H -3.5008 -1.3648 1.1214
H 4.2475 -0.7682 0.5030
H 1.8623 0.3084 4.5949
H -0.0655 0.6332 6.0397
H -2.3897 0.1420 5.0784
H -2.6259 -0.3267 2.7153
C 1.1560 1.3478 -2.7961
P -0.2702 1.4831 -1.5364
C -1.5754 2.0012 -2.6495
C 0.0664 2.5996 -0.2235
C -1.0319 2.9180 0.6174
C -0.8142 3.6923 1.7424
C 0.4553 4.2038 2.0487
C 1.5299 3.8418 1.2362
C 1.3346 3.0524 0.1312
H 1.9995 0.7474 -2.3977
H 1.4718 2.3181 -3.1080
H 0.6627 0.8087 -3.6102
H -1.1346 2.7412 -3.3507
H -2.4650 2.4429 -2.1614
H -1.8468 1.1411 -3.2751
H -2.0643 2.6362 0.3437
H -1.6646 3.9303 2.4309
H 0.5294 4.8645 2.8725
H 2.5069 4.2390 1.5327
H 2.2023 2.7485 -0.5418
*
```

3.
Below is C26H21CoN5O4 as an isolated structure, with properties calculated with the ωB97M-V functional and the def2-TZVPD basis.

The value obtained for the HOMO-LUMO gap (alpha / beta) is 6.85 / 6.82 eV. As for the lowest unoccupied orbital energy (alpha / beta): 0.063 / 0.072 eV. The calculation puts the energy above the lowest of the compared OMol25 structures with the same formula, charge and spin at 0.00 kJ/mol.

```
! wB97M-V def2-TZVPD RIJCOSX def2/J DEFGRID3
* xyz 0 2
Co 0.9419 0.0197 -0.4605
C -1.0463 -2.8251 -2.9136
C -0.4475 -1.6335 -2.4567
N 0.1038 -1.5396 -1.2758
C 0.1163 -2.6256 -0.4384
C -0.4566 -3.8474 -0.8165
C -1.0477 -3.9142 -2.0999
C -0.4200 -4.9377 0.0893
C 0.1658 -4.7563 1.3025
C 0.7459 -3.5241 1.6954
C 0.7442 -2.4345 0.8484
N 1.2291 -1.1646 1.0151
C 1.9638 -0.6501 2.0429
C 2.4302 -1.2236 3.2109
C 3.1663 -0.4644 4.1544
C 3.4566 0.8528 3.9786
C 3.0209 1.4869 2.7876
C 3.2694 2.8456 2.4817
C 2.8287 3.3789 1.3107
C 2.1297 2.5548 0.4046
N 1.8864 1.2976 0.6608
C 2.3052 0.7415 1.8399
H -1.4939 -2.8521 -3.8972
H -0.4169 -0.7400 -3.0695
H -1.5030 -4.8438 -2.4224
H -0.8584 -5.8867 -0.1911
H 0.1936 -5.5806 2.0052
H 1.1712 -3.4656 2.6805
H 2.2598 -2.2614 3.4307
H 3.5066 -0.9634 5.0542
H 4.0139 1.4138 4.7174
H 3.8168 3.4538 3.1930
H 3.0093 4.4148 1.0589
H 1.7720 2.9202 -0.5510
O 2.7779 -0.1977 -1.9070
C 2.1500 0.6437 -2.5502
O 1.0150 1.1241 -2.1695
H 2.5500 1.0243 -3.5024
O -1.7487 1.7958 -3.7544
C -2.4482 2.8472 -3.0981
N -3.7767 2.4264 -2.7839
C -4.2107 1.7591 -1.6651
O -5.3714 1.4268 -1.5421
C -3.2237 1.5052 -0.5613
C -3.6126 1.6590 0.7602
C -2.6922 1.3996 1.7626
C -1.4133 0.9898 1.4058
N -1.0477 0.8213 0.1386
C -1.9412 1.0536 -0.8154
H -0.8060 2.0041 -3.7617
H -2.5136 3.7199 -3.7488
H -1.9388 3.1365 -2.1791
H -4.4699 2.4623 -3.5160
H -4.6248 1.9716 0.9846
H -2.9535 1.5128 2.8056
H -0.6560 0.7858 2.1559
H -1.6012 0.8830 -1.8284
*
```

4.
Below is C26H21F2N4O10PtS as an isolated structure, with properties calculated with the ωB97M-V functional and the def2-TZVPD basis.

The value obtained for the HOMO-LUMO gap (alpha / beta) is 8.00 / 4.74 eV. As for the lowest unoccupied orbital energy (alpha / beta): -3.335 / -6.665 eV. The calculation puts the energy above the lowest of the compared OMol25 structures with the same formula, charge and spin at 46.04 kJ/mol.

```
! wB97M-V def2-TZVPD RIJCOSX def2/J DEFGRID3
* xyz 1 5
Pt 1.9924 -0.0286 -0.4880
C -4.8264 -2.7828 0.6136
C -4.5211 -1.5527 1.4493
C -5.6859 -0.5771 1.4666
C -5.3955 0.5625 2.4254
C -4.0746 1.2027 2.0987
C -3.8114 2.4978 2.4776
C -2.5952 3.0929 2.1525
F -2.3799 4.3530 2.5477
C -1.6351 2.4368 1.4399
C -1.8804 1.1167 1.0365
C -0.8608 0.4096 0.2766
O 0.2118 1.0512 0.0207
C -1.1657 -0.9050 -0.1288
C -2.3787 -1.4457 0.2632
N -3.3018 -0.8256 0.9784
C -3.0899 0.4965 1.3758
C -0.3210 -1.8652 -0.9301
O -0.8378 -2.8887 -1.3475
O 0.9490 -1.6314 -1.1349
H -5.7864 -3.1792 0.9402
H -4.0936 -3.5777 0.7385
H -4.9076 -2.5339 -0.4455
H -4.3047 -1.8579 2.4782
H -6.5845 -1.1128 1.7699
H -5.8543 -0.1996 0.4542
H -5.3697 0.1798 3.4500
H -6.1822 1.3157 2.3910
H -4.5482 3.0718 3.0244
H -0.7047 2.9196 1.1853
H -2.5798 -2.4604 -0.0387
F 4.3719 -3.1166 -1.9732
C 3.3560 -3.5383 -1.2850
C 3.2940 -3.2902 0.0676
N 2.2397 -3.6926 0.7647
C 2.0303 -3.2119 2.1076
C 1.5470 -1.7061 2.0101
O 0.4629 -1.4362 2.4696
O 2.4280 -0.9506 1.4664
C 1.1545 -4.4659 0.1631
O 0.2444 -4.8237 0.8433
N 1.3094 -4.7412 -1.1644
C 2.2838 -4.2470 -2.0155
O 2.2852 -4.3970 -3.2019
H 4.0684 -2.7466 0.5903
H 2.9731 -3.2090 2.6521
H 1.2660 -3.8032 2.5955
H 0.4879 -5.1360 -1.6089
N 3.1579 1.6311 0.0730
C 3.3349 2.6116 -0.9859
C 4.6139 2.9748 -1.3778
C 4.7757 3.8867 -2.4059
C 3.6500 4.4221 -3.0159
C 2.3700 4.0693 -2.6151
C 2.2101 3.1498 -1.5907
S 3.8565 5.5680 -4.3342
O 2.5802 6.0950 -4.6795
O 4.9109 6.5016 -3.9508
O 4.5294 4.8403 -5.4458
H 4.0664 1.3261 0.4115
H 2.6832 2.0516 0.8710
H 5.4823 2.5537 -0.8863
H 5.7650 4.1864 -2.7228
H 1.5128 4.5112 -3.1021
H 1.2218 2.8507 -1.2648
*
```

5.
Below is one molecule with the formula C26H21N3O6 in a non-equilibrium geometry, with properties calculated with the ωB97M-V functional and the def2-TZVPD basis.

The structure (SMILES) is COc1ccc(-c2nn(-c3ccccc3)cc2C(=O)OCC(=O)c2ccc(C)c([N+](=O)[O-])c2)cc1. The value obtained for the HOMO-LUMO gap is 7.66 eV. As for the lowest unoccupied orbital energy: -0.480 eV.

```
! wB97M-V def2-TZVPD RIJCOSX def2/J DEFGRID3
* xyz 0 1
C -2.5459 -5.8518 -0.3470
H -3.4959 -6.3686 -0.2203
H -1.8447 -6.1915 0.4219
H -2.1396 -6.0806 -1.3373
O -2.8371 -4.4816 -0.2122
C -1.8231 -3.5841 -0.3388
C -2.1799 -2.2404 -0.2064
C -1.2341 -1.2484 -0.3225
C 0.1001 -1.5680 -0.5705
C 0.4549 -2.9088 -0.6840
C -0.4911 -3.9101 -0.5775
H -0.1802 -4.9377 -0.6813
H 1.4883 -3.1603 -0.8646
C 1.1252 -0.5408 -0.6569
N 2.3522 -0.7742 -0.2324
N 3.0504 0.3576 -0.3755
C 2.2890 1.3399 -0.8896
C 1.0268 0.8127 -1.1043
C -0.0796 1.5149 -1.7351
O -1.0210 1.0253 -2.3133
O 0.0595 2.8528 -1.5956
C -0.9520 3.6369 -2.2065
C -2.3772 3.1210 -2.0088
O -3.2061 3.2832 -2.8700
C -2.7016 2.4787 -0.7096
C -1.9598 2.6654 0.4454
C -2.2715 1.9602 1.6054
C -3.3496 1.0639 1.6521
C -4.1058 0.9284 0.4876
C -3.7936 1.6076 -0.6696
H -4.3707 1.4704 -1.5707
H -4.9529 0.2592 0.4965
C -3.7169 0.2701 2.8568
H -4.6697 -0.2302 2.7034
H -2.9514 -0.4792 3.0567
H -3.7776 0.8979 3.7440
N -1.4145 2.2002 2.7396
O -0.6817 3.1681 2.6879
O -1.4544 1.4323 3.6770
H -1.1238 3.3479 0.4816
H -0.8659 4.6328 -1.7621
H -0.7744 3.7069 -3.2860
H 2.6532 2.3217 -1.1076
C 4.4014 0.3979 -0.0079
C 5.1065 1.5959 0.0409
C 6.4412 1.5884 0.4034
C 7.0771 0.4001 0.7213
C 6.3700 -0.7907 0.6806
C 5.0374 -0.7970 0.3178
H 4.4666 -1.7106 0.2829
H 6.8592 -1.7195 0.9321
H 8.1188 0.4037 1.0037
H 6.9856 2.5199 0.4409
H 4.6234 2.5319 -0.1898
H -1.5298 -0.2185 -0.2117
H -3.2135 -2.0012 -0.0135
*
```

6.
Below is one molecule with the formula C26H21NO in a non-equilibrium geometry, with properties calculated with the ωB97M-V functional and the def2-TZVPD basis.

The structure (SMILES) is OC1(c2ccccc2)c2ccccc2N(Cc2ccccc2)c2ccccc21. The value obtained for the HOMO-LUMO gap is 8.76 eV. As for the lowest unoccupied orbital energy: 0.802 eV. The calculation puts the energy above the lowest of the compared OMol25 structures with the same formula, charge and spin at 25.90 kJ/mol.

```
! wB97M-V def2-TZVPD RIJCOSX def2/J DEFGRID3
* xyz 0 1
O -1.3858 -0.9702 -0.1495
C -3.9147 3.4517 0.5321
C 0.2843 -4.1829 -0.7076
C 1.5359 1.3339 -3.3975
C 1.2167 0.2387 3.7975
C -2.5892 3.7807 0.2976
C -4.3039 2.0978 0.5109
C 0.1593 1.1369 -3.5607
C -0.1516 0.0233 3.8023
C 0.7141 -3.8428 0.5893
C 0.8302 -3.5560 -1.8170
C 2.1054 1.1693 -2.1379
C 1.9353 0.3243 2.6062
C -1.6277 2.7916 0.1372
C -3.3328 1.0838 0.2742
C -0.6189 0.8554 -2.4437
C -0.7856 0.0266 2.5350
C 1.6189 -2.8004 0.7894
C 1.6639 -2.4488 -1.6177
C 1.3783 0.7353 -1.0238
C 1.3018 0.3539 1.3379
C -1.9641 1.4251 0.1124
C -0.0317 0.6759 -1.1511
C -0.1061 0.2591 1.3217
C 2.0365 -2.0457 -0.3273
N 2.0730 0.3521 0.1525
C -0.8803 0.3497 0.0227
C 2.9184 -0.8568 -0.0716
H -0.6268 -1.5197 -0.4672
H -4.5737 4.2764 0.7092
H -0.3845 -5.0282 -0.8357
H 2.1691 1.5609 -4.2572
H 1.7626 0.2626 4.7055
H -2.3368 4.8534 0.2865
H -5.3365 1.7907 0.6348
H -0.3861 1.1946 -4.5125
H -0.6947 -0.1252 4.7389
H 0.3648 -4.3890 1.4721
H 0.5432 -3.8863 -2.8360
H 3.1509 1.3574 -2.0521
H 3.0333 0.3226 2.6395
H -0.5798 3.0496 -0.0010
H -3.6761 0.0416 0.2914
H -1.6949 0.7927 -2.6295
H -1.8658 -0.0861 2.4885
H 1.9012 -2.5260 1.8143
H 2.0154 -1.9466 -2.4932
H 3.6502 -0.6959 -0.9218
H 3.4853 -1.0608 0.8117
*
```

7.
Below is C26H22BN6O8PbS2 as an isolated structure in a non-equilibrium geometry, with properties calculated with the ωB97M-V functional and the def2-TZVPD basis.

The value obtained for the HOMO-LUMO gap is 5.57 eV. As for the lowest unoccupied orbital energy: 0.630 eV. The calculation puts the energy above the lowest of the compared OMol25 structures with the same formula, charge and spin at 1076.53 kJ/mol.

```
! wB97M-V def2-TZVPD RIJCOSX def2/J DEFGRID3
* xyz -1 1
Pb 1.5892 0.3798 0.0805
O 3.1792 -0.6640 -1.4623
C 3.2843 -1.0049 -2.6770
C 4.2691 -1.9827 -3.0498
C 4.5190 -2.2957 -4.3515
C 3.8210 -1.6677 -5.4179
C 2.8404 -0.7754 -5.1112
C 2.5055 -0.4582 -3.7676
C 1.3400 0.3165 -3.5628
N 0.7626 0.4744 -2.4144
N -1.4775 0.1647 -1.8021
C -1.9367 0.3028 -0.4169
O -1.1473 0.4966 0.4654
C -3.3862 0.1857 -0.1411
C -3.7537 -0.0718 1.1804
C -5.0965 -0.1190 1.5133
C -6.0651 0.0990 0.5381
C -5.6951 0.3453 -0.7788
C -4.3519 0.3808 -1.1241
H 4.8048 -2.4561 -2.2359
H 5.2729 -3.0403 -4.5810
H 4.0486 -1.9137 -6.4465
H 2.2706 -0.3012 -5.9067
H 0.8843 0.7473 -4.4602
H -2.9639 -0.2576 1.9059
H -5.3914 -0.3256 2.5354
H -7.1153 0.0674 0.8037
H -6.4538 0.5038 -1.5365
H -4.0428 0.5661 -2.1442
B -0.5942 4.4995 -0.5271
N 0.0536 4.1584 0.7978
C -0.3755 4.5910 2.0071
C 0.5368 4.1815 2.9477
C 1.5046 3.4802 2.2037
N 1.2224 3.4809 0.9088
N -0.6031 3.2405 -1.4648
C -1.2190 3.2535 -2.7800
C -1.0985 2.0580 -3.3146
C -0.4710 1.1727 -2.2537
N -0.1522 2.1459 -1.1734
H -1.7741 4.7415 -0.3788
H -0.0320 5.3806 -1.1525
H -1.2995 5.1425 2.1049
H 0.4993 4.3175 4.0169
H 2.3798 2.9593 2.5661
H -1.6563 4.1687 -3.1478
H -1.4672 1.7138 -4.2688
H -0.9748 -0.7226 -1.8495
O 3.5829 -3.3198 1.6158
S 1.7365 -2.7963 0.9785
O 0.7433 -1.7474 0.4283
O 3.0201 -1.9322 1.3411
C 1.1375 -3.2020 2.6654
C 1.4572 -4.5122 3.0191
C 1.2034 -4.9957 4.2906
C 0.6474 -4.1577 5.2461
C 0.3138 -2.8581 4.9058
C 0.5283 -2.3749 3.6177
S -0.2728 -0.7695 3.3564
O 1.5608 0.0977 3.9462
O -1.3657 -1.1836 2.4262
O 0.9621 -0.0410 2.5698
H 1.9438 -5.1411 2.2831
H 1.4610 -6.0188 4.5428
H 0.4697 -4.5208 6.2529
H -0.1230 -2.1866 5.6381
*
```

8.
Below is C26H22Cl5NO3Ru as an isolated structure in a non-equilibrium geometry, with properties calculated with the ωB97M-V functional and the def2-TZVPD basis.

The value obtained for the HOMO-LUMO gap (alpha / beta) is 6.59 / 6.24 eV. As for the lowest unoccupied orbital energy (alpha / beta): -4.529 / -4.853 eV. The calculation puts the energy above the lowest of the compared OMol25 structures with the same formula, charge and spin at 0.00 kJ/mol.

```
! wB97M-V def2-TZVPD RIJCOSX def2/J DEFGRID3
* xyz 1 2
Ru -0.5265 -0.2050 0.4133
C 1.3200 -0.8674 3.3616
C 0.0486 -1.0877 2.5948
C -0.0848 -2.2408 1.7762
C 0.9762 -3.2972 1.7911
C -1.1880 -2.3308 0.8980
C -1.1960 -3.3849 -0.1692
C -2.3016 -1.4588 1.0602
C -3.5072 -1.6349 0.1762
C -2.2674 -0.4653 2.0656
C -3.5029 0.3159 2.4109
C -1.0382 -0.1743 2.7204
C -0.9158 1.0071 3.6444
H 1.1996 -1.1790 4.4022
H 1.6064 0.1810 3.3613
H 2.1415 -1.4264 2.9263
H 1.8075 -3.0120 1.1463
H 0.5813 -4.2501 1.4495
H 1.3548 -3.4388 2.8016
H -1.6388 -4.3064 0.2179
H -0.1856 -3.6002 -0.5057
H -1.7679 -3.0605 -1.0331
H -4.3279 -0.9877 0.4666
H -3.8592 -2.6661 0.2099
H -3.2418 -1.4134 -0.8586
H -3.8589 0.9457 1.5959
H -3.3648 0.9321 3.2906
H -4.3032 -0.3955 2.6245
H -1.1898 0.7216 4.6631
H -1.5550 1.8311 3.3405
H 0.1006 1.3859 3.6699
Cl -2.1474 3.5635 -5.2555
C -1.7502 2.3056 -4.1599
C -2.0397 2.4491 -2.8071
Cl -2.7919 3.8590 -2.1920
C -1.7065 1.4126 -1.9533
Cl -1.9936 1.5580 -0.2290
C -1.0951 0.2493 -2.3434
O -0.8189 -0.7172 -1.4835
C -0.8050 0.1159 -3.7054
Cl -0.0368 -1.3282 -4.2180
C -1.1301 1.1329 -4.6020
Cl -0.7541 0.9430 -6.2610
O 0.6412 3.2098 -0.7721
C 1.3686 2.2551 -0.6940
N 1.0141 0.9949 -0.2079
C 2.0557 0.1307 -0.2923
O 1.8841 -1.0366 0.0612
C 3.2350 0.8352 -0.8491
C 4.5184 0.4222 -1.1333
C 5.3832 1.3686 -1.6803
C 4.9613 2.6697 -1.9308
C 3.6584 3.0764 -1.6436
C 2.8133 2.1365 -1.0998
H 4.8408 -0.5926 -0.9437
H 6.4002 1.0877 -1.9183
H 5.6589 3.3764 -2.3597
H 3.3205 4.0851 -1.8390
*
```